# 1
This record from OMol25 describes a gas-phase ion, C24H42IN6O3S (charge +1). The level of theory is ωB97M-V/def2-TZVPD.

Gap between HOMO and LUMO   6.597 eV
SMILES string   CCCCCCCCCCCCN1C(NI)=[N+](CCOCC)[C@](N=C=S)(N=C(C)C)O[C@H]1OC#N
E_HOMO   -11.38 eV
E_tot   -2189.159935 hartree
Energy above the lowest of the compared OMol25 structures with the same formula, charge and spin   744.91 kJ/mol

Geometry as ORCA input:
```
! RIJCOSX wB97M-V def2-TZVPD def2/J DEFGRID3
* xyz 1 1
C -3.64 -2.52 -0.89
C -2.82 -3.02 -2.19
C -2.36 -4.56 -2.15
C -1.68 -5.01 -0.75
C -0.19 -5.62 -0.95
C 0.73 -4.96 0.23
C 1.09 -3.46 -0.27
C 2.71 -3.43 -0.50
C 3.40 -2.85 0.84
C 4.28 -1.53 0.47
C 3.62 -0.28 1.31
C 2.30 0.31 0.55
N 1.87 1.54 1.28
C 1.35 2.61 0.40
N 2.27 3.46 -0.11
I 4.32 3.28 0.26
N -0.07 2.76 0.20
C -0.47 3.42 -1.07
C -0.53 5.03 -0.75
O -0.83 5.81 -1.94
C 0.47 6.10 -2.56
C 0.18 7.32 -3.61
C -0.93 1.65 0.65
N -1.53 0.79 -0.43
C -0.64 0.09 -1.08
S 0.43 -0.43 -2.26
N -2.11 2.31 1.33
C -2.64 1.53 2.27
C -2.50 2.03 3.80
C -3.45 0.16 2.04
O -0.36 0.76 1.64
C 0.80 1.30 2.28
O 1.32 0.48 3.37
C 0.34 -0.42 3.84
N -0.69 -0.94 4.24
H -4.42 -1.74 -1.20
H -2.89 -2.07 -0.14
H -4.22 -3.38 -0.39
H -3.53 -2.89 -3.09
H -1.90 -2.35 -2.35
H -1.58 -4.72 -2.97
H -3.26 -5.27 -2.33
H -1.58 -4.10 -0.04
H -2.30 -5.80 -0.19
H -0.17 -6.77 -0.92
H 0.27 -5.31 -1.97
H 0.13 -4.85 1.22
H 1.67 -5.60 0.44
H 0.73 -2.72 0.52
H 0.58 -3.17 -1.26
H 3.14 -4.47 -0.70
H 2.90 -2.80 -1.45
H 2.58 -2.65 1.62
H 4.13 -3.60 1.32
H 4.17 -1.24 -0.64
H 5.37 -1.64 0.78
H 3.34 -0.74 2.33
H 4.39 0.55 1.54
H 2.60 0.50 -0.56
H 1.55 -0.55 0.54
H 2.02 4.26 -0.71
H -1.51 3.17 -1.47
H 0.29 3.23 -1.92
H -1.45 5.15 -0.05
H 0.37 5.41 -0.16
H 0.79 5.13 -3.10
H 1.26 6.49 -1.82
H 1.21 7.61 -4.03
H -0.49 6.89 -4.43
H -0.30 8.21 -3.06
H -2.51 3.19 3.86
H -1.63 1.55 4.36
H -3.48 1.70 4.33
H -2.66 -0.68 1.95
H -3.98 0.19 1.01
H -4.16 -0.10 2.89
H 0.48 2.31 2.76
*
```

***

# 2
This record from OMol25 describes a molecular structure, C24H42IrNP3Se. The level of theory is ωB97M-V/def2-TZVPD.

Gap between HOMO and LUMO (spin up / spin down)   6.356 / 4.340 eV
E_HOMO (spin up / spin down)   -16.98 / -19.78 eV
E_tot   -4522.635687 hartree
Energy above the lowest of the compared OMol25 structures with the same formula, charge and spin   0.00 kJ/mol

Geometry as ORCA input:
```
! RIJCOSX wB97M-V def2-TZVPD def2/J DEFGRID3
* xyz 4 6
Ir 0.05 -0.10 -0.20
P -1.29 -0.68 1.72
P 1.27 -2.05 -0.44
P -1.62 -0.69 -1.59
H 1.36 2.25 -1.14
C 0.33 1.88 -1.20
C -0.53 2.08 -0.08
H -0.13 2.56 0.82
C -0.78 -0.14 3.39
C -1.59 -2.45 2.05
C -2.97 0.06 1.70
C 2.36 -1.83 -1.88
C 2.44 -2.44 0.90
C 0.49 -3.68 -0.78
C -2.80 0.68 -1.85
C -2.75 -2.10 -1.27
C -1.01 -1.04 -3.26
H -0.11 1.94 -2.20
H -1.60 2.27 -0.27
H -0.63 0.94 3.42
H 0.15 -0.65 3.70
H -1.59 -0.42 4.08
H -0.63 -2.98 2.18
H -2.17 -2.92 1.25
H -2.17 -2.53 3.00
H -2.88 1.14 1.58
H -3.45 -0.17 2.67
H -3.59 -0.35 0.89
H 2.98 -2.72 -2.05
H 3.01 -0.96 -1.71
H 1.73 -1.65 -2.76
H 3.01 -3.35 0.60
H 1.89 -2.65 1.83
H 3.14 -1.61 1.06
H 1.31 -4.42 -0.89
H -0.09 -3.65 -1.72
H -0.16 -3.98 0.05
H -3.52 0.38 -2.62
H -2.27 1.57 -2.19
H -3.34 0.91 -0.93
H -3.41 -2.26 -2.14
H -3.38 -1.90 -0.39
H -2.18 -3.03 -1.09
H -1.84 -1.04 -3.98
H -0.52 -2.03 -3.29
H -0.27 -0.28 -3.56
C 2.38 2.37 -5.07
C 1.81 3.44 -4.35
C 1.65 4.68 -4.95
C 2.11 4.92 -6.26
C 2.77 3.87 -6.96
C 2.91 2.61 -6.37
Se 2.37 0.62 -4.28
H 1.71 0.94 -2.93
H 1.48 3.27 -3.33
H 1.15 5.47 -4.39
H 1.97 5.89 -6.73
H 3.16 4.06 -7.96
H 3.42 1.81 -6.90
N 1.46 0.47 1.08
C 1.96 0.85 2.08
C 2.48 1.28 3.33
C 1.82 2.32 4.05
C 2.18 2.57 5.38
C 3.22 1.85 5.98
C 3.94 0.91 5.23
C 3.59 0.63 3.91
H 1.00 2.85 3.57
H 1.63 3.34 5.94
H 3.45 2.01 7.03
H 4.78 0.36 5.69
H 4.12 -0.11 3.32
*
```

***

# 3
This record from OMol25 describes a molecular structure, C24H42MoN5S3Si. The level of theory is ωB97M-V/def2-TZVPD.

Gap between HOMO and LUMO (spin up / spin down)   7.356 / 6.299 eV
E_HOMO (spin up / spin down)   -16.53 / -16.16 eV
E_tot   -2764.804234 hartree

Geometry as ORCA input:
```
! RIJCOSX wB97M-V def2-TZVPD def2/J DEFGRID3
* xyz 3 3
Mo 0.75 -1.15 0.12
C 3.58 0.95 3.53
C 3.51 -0.05 2.55
C 2.34 -0.22 1.85
C 1.21 0.56 2.15
C 1.28 1.56 3.12
C 2.48 1.75 3.80
N 0.08 0.17 1.43
N -1.03 0.59 1.90
C -2.31 0.36 1.53
C -3.14 -0.31 2.46
C -4.49 -0.44 2.23
C -5.03 0.14 1.08
C -4.20 0.81 0.22
N -2.86 0.88 0.41
H 4.50 1.09 4.07
H 4.37 -0.67 2.37
H 2.27 -1.02 1.04
H 0.41 2.16 3.35
H 2.55 2.53 4.54
H -2.68 -0.71 3.35
H -5.11 -0.97 2.93
H -6.09 0.09 0.89
H -4.58 1.28 -0.67
C 4.58 -2.16 -0.82
C 3.64 -3.24 -1.31
S 1.90 -2.73 -1.53
C 2.03 -1.89 -3.16
C 1.45 -0.49 -3.23
S 1.41 0.50 -1.67
C 3.03 1.37 -1.63
C 4.27 0.68 -1.09
S 4.85 -0.78 -2.01
H 5.56 -2.62 -0.67
H 4.23 -1.74 0.13
H 3.62 -4.07 -0.60
H 3.95 -3.63 -2.28
H 1.51 -2.53 -3.87
H 3.09 -1.88 -3.41
H 0.40 -0.50 -3.55
H 2.02 0.10 -3.95
H 2.82 2.25 -1.01
H 3.18 1.71 -2.66
H 4.16 0.42 -0.04
H 5.08 1.41 -1.19
N 0.12 -2.64 1.74
C -0.60 -3.85 1.32
C -1.80 -3.53 0.43
C -1.45 -3.08 -0.98
N -1.08 -1.65 -1.01
H 0.92 -2.94 2.31
H -0.48 -2.14 2.40
H -0.95 -4.40 2.19
H 0.10 -4.50 0.78
H -2.43 -2.78 0.92
H -2.39 -4.44 0.36
H -2.32 -3.25 -1.63
H -0.62 -3.67 -1.38
H -1.89 -1.14 -0.64
H -0.99 -1.36 -1.98
C -0.75 4.22 -1.17
Si -2.50 3.53 -0.89
C -3.41 4.16 0.65
C -3.54 3.42 -2.47
C -2.07 1.58 -0.56
H -0.79 5.09 -1.81
H -0.10 3.49 -1.65
H -0.28 4.53 -0.24
H -3.46 5.24 0.62
H -2.91 3.88 1.58
H -4.43 3.80 0.70
H -3.81 4.41 -2.82
H -4.47 2.88 -2.32
H -3.01 2.93 -3.28
H -2.20 1.11 -1.54
H -1.02 1.51 -0.29
*
```